# 1
The following is a DFT calculation (ωB97M-V/def2-TZVPD) of C18H18F4N4O5S in the gas phase in a non-equilibrium geometry.

Positions of all 50 atoms, in Å:
O: -1.236 -2.562 7.736
O: 1.181 1.294 -8.589
O: 2.887 2.527 -7.497
F: -2.382 -0.018 -0.160
F: -1.094 -5.061 5.514
F: -1.265 -5.196 7.697
F: 0.712 -5.081 6.789
N: 0.953 0.651 -1.295
N: 1.008 0.233 0.990
N: 0.451 2.751 -4.969
O: -1.128 0.604 -2.469
O: -0.961 -0.420 2.135
C: -0.670 -3.097 6.792
C: 1.612 0.543 -0.148
C: -0.410 0.543 -1.297
C: -0.311 -0.012 0.979
C: -0.159 2.360 -3.822
C: 0.693 1.869 -5.969
C: 0.354 0.529 -5.788
C: -0.228 0.081 -4.624
C: -1.077 0.193 -0.140
C: -0.500 1.021 -3.615
N: -0.152 -2.266 5.762
C: -0.577 -4.607 6.691
C: -0.509 3.439 -2.853
C: -0.347 -0.802 5.811
C: 0.628 -2.781 4.635
C: -1.041 -0.344 4.490
C: -0.049 -2.324 3.330
C: -0.209 -0.796 3.295
C: 0.699 3.910 -8.130
S: 1.439 2.317 -7.593
H: 2.687 0.746 -0.138
H: 0.592 -0.216 -6.521
H: -0.474 -0.980 -4.447
H: -0.231 4.431 -3.223
H: -0.042 3.261 -1.904
H: -1.592 3.449 -2.714
H: -0.999 -0.516 6.653
H: 0.601 -0.280 5.959
H: 1.627 -2.385 4.756
H: 0.710 -3.852 4.574
H: -1.098 0.742 4.488
H: -2.039 -0.816 4.432
H: 0.535 -2.625 2.471
H: -1.062 -2.827 3.295
H: 0.745 -0.304 3.358
H: 0.830 4.676 -7.331
H: -0.327 3.756 -8.366
H: 1.223 4.240 -9.030

Cartesian forces, eV/Å:
O 0.411 -1.368 -0.537
O -1.504 0.272 0.997
O -1.577 0.499 1.199
F -0.474 -0.025 0.181
F 0.362 0.309 0.771
F 0.535 0.685 -1.023
F -1.135 0.718 -0.297
N -1.443 0.572 -0.953
N -0.400 -0.561 0.669
N -0.049 -0.431 -1.120
O 0.282 0.124 1.351
O 0.790 0.687 -1.904
C -0.059 4.268 -0.389
C -1.525 0.046 -0.175
C 2.183 -0.552 -0.368
C 0.861 -0.117 2.353
C 0.579 0.336 -1.395
C -0.971 -0.186 1.813
C 0.468 -0.280 -0.704
C -0.415 0.538 1.452
C -0.218 0.057 -0.917
C 0.875 -0.472 -1.269
N -0.496 -2.256 1.447
C 0.260 -2.044 0.323
C -0.425 0.239 -0.317
C -1.007 -0.208 -0.359
C -0.606 0.981 -0.505
C 0.533 -0.604 0.494
C -0.547 0.132 0.294
C -0.977 -0.786 0.694
C 0.827 -0.002 1.217
S 2.818 0.546 -1.668
H -0.400 -0.211 -0.053
H 0.025 -0.013 -0.579
H 0.176 0.686 -0.224
H 0.157 -0.388 -0.038
H 0.225 -0.001 0.603
H -0.006 -0.062 0.172
H 0.396 -0.527 -0.297
H 0.168 -0.180 -0.122
H 0.491 0.161 -0.306
H -0.119 -0.346 0.554
H -0.299 0.055 0.019
H 0.350 0.434 0.044
H 0.141 -0.268 -0.252
H 0.990 0.645 -0.146
H 0.535 0.214 -0.412
H -0.115 -0.737 -0.495
H -0.880 -0.163 -0.026
H 0.208 -0.414 0.203

Results
Lowest unoccupied orbital energy (eV): -0.03
Multiplicity: 1
SMILES string: Cc1nc(S(C)(=O)=O)ccc1Oc1ncnc(OC2CCN(C(=O)C(F)(F)F)CC2)c1F
Relative energy (zero: lowest compared OMol25 entry of this formula, charge and spin) (eV): 0.000

# 2
The following is a DFT calculation (ωB97M-V/def2-TZVPD) of 2 unconnected molecules or ions with the total composition C3H5B in a non-equilibrium geometry.

Positions of all 9 atoms, in Å:
B: -0.122 1.047 0.356
C: -1.225 0.111 -0.204
C: 1.143 0.273 -0.090
C: 0.007 -0.683 -0.108
H: -2.121 -0.241 0.292
H: -1.462 0.387 -1.236
H: 1.533 0.591 -1.057
H: 1.975 0.017 0.557
H: 0.273 -1.503 1.490

Cartesian forces, eV/Å:
B 0.013 -0.336 -0.263
C -0.940 -0.539 0.103
C 1.033 -0.436 0.046
C 1.165 -1.266 3.211
H 0.073 0.059 0.137
H -0.004 0.256 0.065
H -0.173 0.335 -0.069
H -0.110 0.072 -0.030
H -1.055 1.855 -3.200

Results
Lowest unoccupied orbital energy (eV): -0.19
Multiplicity: 1
Relative energy (zero: lowest compared OMol25 entry of this formula, charge and spin) (eV): 4.372

# 3
The following is a DFT calculation (ωB97M-V/def2-TZVPD) of a molecular structure, C26H29BiN10SSe2.

Positions of all 69 atoms, in Å:
Bi: -0.453 -1.785 0.055
C: 0.053 0.370 4.740
N: 1.137 0.338 3.768
C: 2.167 1.253 3.706
C: 2.934 0.927 2.653
N: 2.374 -0.201 2.068
C: 1.262 -0.550 2.769
S: 0.252 -1.930 2.602
C: 2.967 -0.918 0.993
C: 4.341 -0.862 0.825
C: 4.910 -1.566 -0.223
C: 4.093 -2.320 -1.049
C: 2.737 -2.328 -0.793
N: 2.171 -1.624 0.197
H: -0.067 1.387 5.102
H: 0.267 -0.288 5.580
H: -0.865 0.039 4.262
H: 2.272 2.047 4.424
H: 3.792 1.430 2.247
H: 4.963 -0.312 1.516
H: 5.980 -1.538 -0.374
H: 4.501 -2.888 -1.872
H: 2.062 -2.928 -1.390
Se: -2.960 -2.469 -1.594
Se: -2.446 -0.610 -2.916
C: -0.811 -1.396 -3.584
C: -0.385 -1.079 -4.865
C: 0.699 -1.776 -5.371
C: 1.284 -2.775 -4.605
C: 0.791 -3.003 -3.333
N: -0.216 -2.295 -2.809
C: -3.611 -1.774 0.079
C: -4.944 -1.502 0.314
C: -5.356 -1.318 1.627
C: -4.436 -1.471 2.651
C: -3.113 -1.729 2.334
N: -2.703 -1.847 1.067
H: -0.909 -0.342 -5.459
H: 1.051 -1.576 -6.375
H: 2.092 -3.377 -4.996
H: 1.182 -3.803 -2.714
H: -5.645 -1.457 -0.507
H: -6.391 -1.088 1.843
H: -4.735 -1.398 3.687
H: -2.364 -1.856 3.102
C: -1.787 1.898 -0.232
N: -0.490 1.396 -0.740
C: 0.519 1.714 0.284
N: 0.596 3.129 0.605
C: -0.728 3.571 1.065
N: -1.761 3.320 0.062
C: -1.404 4.040 -1.168
N: -0.095 3.613 -1.669
C: -0.142 2.187 -1.943
C: 0.908 3.861 -0.635
H: -2.035 1.351 0.687
H: -2.555 1.701 -0.981
H: 1.497 1.379 -0.077
H: 0.262 1.165 1.200
H: -0.686 4.639 1.281
H: -0.986 3.035 1.983
H: -1.383 5.110 -0.963
H: -2.159 3.840 -1.930
H: 0.836 1.858 -2.302
H: -0.889 1.992 -2.715
H: 0.942 4.927 -0.410
H: 1.887 3.545 -1.001
N: -0.063 -5.112 0.126
C: -0.206 -3.970 0.095

Cartesian forces, eV/Å:
Bi 0.017 0.448 -0.230
C -0.115 -0.096 0.218
N 0.014 0.058 -0.257
C 0.094 0.014 0.059
C -0.012 0.119 -0.036
N -0.144 -0.036 0.138
C 0.053 -0.095 0.124
S 0.048 -0.067 0.241
C 0.154 -0.129 -0.130
C 0.032 -0.023 0.109
C -0.063 0.022 0.002
C 0.035 0.035 -0.003
C 0.051 -0.045 0.068
N -0.020 0.022 -0.175
H 0.048 0.018 -0.045
H 0.054 -0.011 -0.036
H 0.009 0.036 -0.033
H -0.059 0.046 -0.045
H 0.013 -0.042 -0.022
H -0.009 -0.006 0.009
H 0.003 -0.003 -0.001
H -0.031 -0.051 0.011
H 0.223 0.165 0.208
Se -0.376 -0.273 -0.019
Se -0.076 0.263 -0.112
C -0.001 -0.083 0.285
C -0.063 0.000 0.004
C 0.003 0.010 0.004
C -0.010 -0.045 0.019
C -0.050 0.000 -0.267
N 0.200 -0.025 0.036
C 0.114 -0.103 0.001
C 0.009 0.064 -0.084
C 0.033 0.003 0.027
C -0.043 0.029 -0.025
C -0.111 0.105 -0.047
N -0.096 -0.083 0.038
H -0.012 -0.030 -0.010
H 0.022 0.026 0.008
H -0.008 -0.024 0.008
H -0.063 -0.033 -0.141
H 0.007 -0.020 -0.008
H -0.006 -0.036 0.017
H 0.009 0.011 0.005
H 0.046 0.045 -0.004
C 0.034 -0.031 -0.045
N 0.074 0.048 0.184
C -0.014 0.031 -0.042
N 0.075 0.057 0.061
C 0.022 -0.044 -0.056
N -0.087 0.043 0.061
C 0.044 -0.091 0.040
N 0.026 0.088 -0.104
C -0.022 -0.080 0.033
C -0.056 -0.060 0.033
H -0.033 -0.010 -0.024
H -0.003 -0.017 0.013
H -0.014 -0.020 0.008
H -0.014 0.030 -0.021
H -0.017 -0.004 0.020
H 0.001 0.014 0.007
H 0.004 0.000 -0.008
H -0.014 0.035 0.007
H -0.016 -0.018 -0.027
H -0.001 0.012 -0.006
H 0.019 0.005 -0.032
H 0.005 0.015 0.007
N 0.036 0.002 -0.072
C 0.024 -0.188 0.056

Results
Charge: +2
Lowest unoccupied orbital energy (eV): -5.92
Multiplicity: 1
Relative energy (zero: lowest compared OMol25 entry of this formula, charge and spin) (eV): 0.660

Number 2 is which compound?
C3H5B

What did the second record say?
The following is a DFT calculation (ωB97M-V/def2-TZVPD) of 2 unconnected molecules or ions with the total composition C3H5B in a non-equilibrium geometry.

Positions of all 9 atoms, in Å:
B: -0.122 1.047 0.356
C: -1.225 0.111 -0.204
C: 1.143 0.273 -0.090
C: 0.007 -0.683 -0.108
H: -2.121 -0.241 0.292
H: -1.462 0.387 -1.236
H: 1.533 0.591 -1.057
H: 1.975 0.017 0.557
H: 0.273 -1.503 1.490

Cartesian forces, eV/Å:
B 0.013 -0.336 -0.263
C -0.940 -0.539 0.103
C 1.033 -0.436 0.046
C 1.165 -1.266 3.211
H 0.073 0.059 0.137
H -0.004 0.256 0.065
H -0.173 0.335 -0.069
H -0.110 0.072 -0.030
H -1.055 1.855 -3.200

Results
Lowest unoccupied orbital energy (eV): -0.19
Multiplicity: 1
Relative energy (zero: lowest compared OMol25 entry of this formula, charge and spin) (eV): 4.372